35
Properties=species:S:1:pos:R:3 method="wB97M-V/def2-TZVPD" e_tot_ev=-20341.3933 relative_energy_kcal_mol=77.2
C 1.12 1.10 1.49
C 0.24 0.49 0.69
N -0.46 1.12 -0.35
C -0.70 0.21 -1.46
C 0.63 -0.43 -1.86
H 1.34 0.72 2.45
H 1.60 1.98 1.13
H -0.28 -0.49 0.89
H -0.05 1.99 -0.61
H -1.41 -0.60 -1.31
H -0.94 0.82 -2.32
H 0.48 -1.01 -2.81
H 1.21 0.50 -2.07
H 1.19 -0.95 -1.13
H 2.49 3.05 -0.90
H 0.93 3.52 -0.42
O 1.59 3.10 -1.03
H 0.02 3.18 -2.80
H -1.15 2.21 -2.84
O -0.76 2.92 -3.33
H 2.76 -1.81 2.77
H 1.57 -1.46 3.86
O 2.50 -1.35 3.61
H 2.82 -3.39 0.33
H 3.76 -2.22 0.61
O 2.82 -2.40 0.42
H -0.10 -2.34 2.48
H -0.58 -3.50 3.22
O -0.71 -3.08 2.36
H -2.90 1.30 -0.01
H -3.92 1.80 -1.08
O -3.72 1.82 -0.09
H -3.85 -1.65 -0.33
H -3.60 -2.62 0.67
O -3.90 -2.57 -0.22

44
Properties=species:S:1:pos:R:3 method="wB97M-V/def2-TZVPD" spin_multiplicity=2 charge=+1 s_squared=0.758 e_tot_ev=-32830.4053 relative_energy_kcal_mol=13.3
O 10.09 17.21 9.57
H 10.30 16.31 9.31
H 9.60 17.11 10.39
O 11.10 13.66 11.45
H 10.43 13.36 12.07
H 11.60 14.32 11.93
O 10.98 14.31 9.06
H 11.15 13.92 9.92
H 11.85 14.44 8.68
O 13.14 15.18 7.86
H 13.67 14.58 7.34
H 13.25 16.03 7.43
C 13.91 18.25 10.83
O 14.44 18.52 11.88
N 14.00 18.94 9.71
N 13.18 17.21 10.61
H 14.39 19.86 9.83
H 13.44 18.65 8.92
H 12.89 17.01 9.66
H 13.03 16.61 11.41
C 10.37 10.39 11.97
O 10.41 10.88 13.09
N 10.26 11.15 10.88
N 10.39 9.12 11.67
H 10.23 10.71 9.98
H 10.66 12.07 10.96
H 10.48 8.39 12.37
H 10.50 8.91 10.69
C 13.85 11.81 9.83
O 14.67 10.92 9.85
N 13.87 12.85 10.60
N 12.76 11.78 9.13
H 13.00 13.37 10.60
H 14.75 13.02 11.07
H 12.47 10.97 8.61
H 12.13 12.57 9.02
C 7.06 13.71 8.83
O 6.97 14.75 8.25
N 6.14 13.10 9.50
N 8.22 13.17 9.04
H 6.35 12.33 10.12
H 5.23 13.55 9.53
H 8.98 13.46 8.44
H 8.40 12.37 9.63

37
Properties=species:S:1:pos:R:3 method="wB97M-V/def2-TZVPD" charge=+1 e_tot_ev=-22401.6574 relative_energy_kcal_mol=9.6
O -0.49 -3.40 -0.30
C -1.07 -2.54 0.29
C -0.56 -1.12 0.42
C -1.64 -0.02 0.24
C -1.76 0.92 1.42
N 0.59 -0.82 -0.49
H -2.10 -2.57 0.71
H -0.17 -1.00 1.43
H -2.57 -0.58 0.16
H -1.58 0.43 -0.76
H -2.03 0.44 2.37
H -0.82 1.47 1.61
H -2.51 1.67 1.24
H 0.28 -0.37 -1.33
H 1.02 -1.66 -0.91
H 1.35 -0.27 0.04
H -2.13 2.22 -2.69
H -1.67 0.65 -3.04
O -1.62 1.43 -2.46
H 2.91 0.18 1.39
H 3.06 1.05 0.18
O 2.87 0.12 0.40
H -1.24 -1.85 -3.98
H -2.38 -1.27 -3.19
O -1.43 -1.20 -3.30
H 2.82 3.36 -1.22
H 2.41 1.92 -1.28
O 2.91 2.58 -0.73
H -0.84 -2.44 3.33
H -1.61 -1.18 3.87
O -0.78 -1.52 3.62
H 2.71 1.37 3.33
H 2.83 -0.01 3.89
O 2.50 0.45 3.12
H 0.44 1.68 -2.17
H 1.20 0.92 -3.08
O 1.09 0.97 -2.13

38
Properties=species:S:1:pos:R:3 method="wB97M-V/def2-TZVPD" charge=+1 e_tot_ev=-21862.5213 relative_energy_kcal_mol=10.3
C 2.35 0.26 3.02
C 1.92 0.91 1.71
C 0.79 0.16 1.06
C 1.06 -0.92 0.31
N -0.02 -1.65 -0.40
N -0.47 0.60 1.32
H 2.67 -0.77 2.86
H 1.55 0.24 3.76
H 3.18 0.80 3.47
H 2.77 0.97 1.03
H 1.60 1.94 1.90
H 2.05 -1.30 0.12
H 0.40 -2.24 -1.12
H -0.58 -2.20 0.27
H -0.67 -0.99 -0.83
H -1.29 0.10 1.02
H -0.61 1.54 1.66
H -0.61 0.61 -4.51
H -0.61 0.43 -2.95
O -0.04 0.41 -3.75
H 0.77 1.99 -3.21
H 1.91 3.03 -2.98
O 0.97 2.89 -2.91
H -2.19 -1.98 2.16
H -3.16 -2.27 0.98
O -2.31 -1.89 1.20
H -1.37 -2.97 4.21
H -2.64 -2.15 4.57
O -1.94 -2.26 3.91
H -2.55 0.67 -1.61
H -1.33 1.57 -1.24
O -1.59 0.65 -1.51
H 0.73 -2.82 -3.78
H 0.59 -1.32 -3.44
O 0.67 -2.20 -3.04
H -0.02 3.17 -1.50
H -1.27 3.87 -0.96
O -0.72 3.10 -0.81

40
Properties=species:S:1:pos:R:3 method="wB97M-V/def2-TZVPD" charge=-1 e_tot_ev=-25964.0238 relative_energy_kcal_mol=0.0
C -0.34 0.83 0.40
N 1.11 0.78 0.15
C 1.85 0.00 1.14
O 1.99 0.80 2.31
C -1.05 1.80 -0.54
N -0.73 1.65 -1.99
C -0.61 0.31 -2.59
O -1.68 -0.58 -2.32
H -0.83 -0.14 0.38
H -0.52 1.19 1.44
H 1.26 0.39 -0.79
H 1.33 -0.89 1.51
H 2.85 -0.21 0.72
H 1.93 1.73 2.06
H -0.71 2.80 -0.31
H -2.12 1.71 -0.34
H -1.47 2.16 -2.47
H 0.36 -0.15 -2.36
H -0.65 0.48 -3.68
H -2.44 -0.33 3.79
H -3.93 -0.33 3.58
O -3.21 0.28 3.80
H -1.42 -3.84 1.66
H -1.39 -2.70 0.55
O -1.76 -2.95 1.53
H 3.49 0.96 -2.13
H 3.10 2.39 -2.03
O 3.82 1.83 -2.38
H 0.96 2.83 -1.78
H 1.61 2.68 -0.49
O 1.71 3.22 -1.29
H -0.41 -1.12 3.60
H -1.44 -2.06 2.91
O -1.24 -1.58 3.77
H 0.62 -2.27 -0.97
H 1.77 -2.43 -2.02
O 1.61 -2.03 -1.16
H -1.41 -1.32 -1.64
H -1.12 -3.34 -1.22
O -0.87 -2.52 -0.80

39
Properties=species:S:1:pos:R:3 method="wB97M-V/def2-TZVPD" e_tot_ev=-23353.8688 relative_energy_kcal_mol=36.0
C -1.93 1.65 0.48
C -1.29 0.67 1.41
C -0.55 -0.44 0.53
N 2.84 -1.37 0.81
C 1.69 -0.94 1.05
N 0.88 -0.01 0.38
N -1.55 3.05 0.61
H -1.96 1.26 -0.58
H -3.08 1.60 0.30
H -1.93 0.11 2.09
H -0.46 1.21 1.89
H -0.67 -1.47 0.80
H -0.97 -0.32 -0.45
H 3.41 -0.99 0.06
H 1.27 -1.34 1.97
H 1.22 0.52 -0.40
H -2.02 3.67 -0.03
H -1.56 3.33 1.58
H -0.30 -1.20 4.47
H 0.25 -0.34 3.21
O 0.18 -0.43 4.17
H 0.12 -0.12 -2.62
H 0.08 -1.32 -3.69
O 0.40 -0.45 -3.49
H 1.93 -2.01 -2.32
H 3.18 -1.42 -3.01
O 2.75 -1.53 -2.15
H 0.32 2.86 -0.65
H -0.32 3.83 -1.51
O 0.53 3.36 -1.45
H -1.20 -3.65 -0.80
H -2.05 -2.76 -1.80
O -1.31 -2.79 -1.20
H -2.64 -3.22 1.40
H -1.40 -2.57 1.86
O -2.22 -2.95 2.22
H 2.96 1.74 -2.30
H 2.27 2.60 -1.37
O 3.14 2.19 -1.47

38
Properties=species:S:1:pos:R:3 method="wB97M-V/def2-TZVPD" e_tot_ev=-22423.2310 relative_energy_kcal_mol=42.7
O 3.52 2.36 1.64
H 4.07 3.13 1.48
H 3.63 1.81 0.86
O 1.72 2.09 3.99
H 2.24 2.34 3.21
H 0.92 1.69 3.63
O 0.75 1.94 0.68
H 1.25 1.44 -0.01
H 0.58 1.28 1.37
O 2.75 -0.78 2.46
H 2.81 -1.39 3.20
H 2.17 -0.07 2.77
O -0.68 0.84 3.10
H -1.48 0.94 2.57
H -0.86 0.07 3.67
O 1.76 0.39 -1.41
H 1.81 0.76 -2.30
H 2.51 -0.23 -1.36
O -1.52 3.87 0.43
H -1.06 3.02 0.39
H -0.82 4.52 0.37
C -1.34 -3.53 -2.84
C -1.53 -2.97 -1.42
C -1.02 -1.52 -1.26
O -1.80 -0.67 -2.08
C -1.35 0.68 -2.07
N -2.99 -3.01 -1.12
H -0.41 -3.15 -3.27
H -2.14 -3.24 -3.52
H -1.26 -4.61 -2.83
H -0.99 -3.55 -0.67
H 0.05 -1.43 -1.51
H -1.11 -1.20 -0.21
H -2.09 1.19 -2.69
H -0.42 0.75 -2.63
H -1.25 1.22 -1.14
H -3.11 -2.90 -0.11
H -3.29 -2.06 -1.37

40
Properties=species:S:1:pos:R:3 method="wB97M-V/def2-TZVPD" e_tot_ev=-35306.7604 relative_energy_kcal_mol=34.8
C -0.21 -1.53 0.92
C 1.03 -1.60 0.05
S 1.77 -3.17 -0.18
C -1.01 -0.25 0.61
N -1.55 0.44 1.68
C -1.13 0.23 3.05
O -1.17 0.14 -0.53
H -0.89 -2.38 0.89
H 0.11 -1.41 1.95
H 0.89 -1.12 -0.93
H 1.79 -0.97 0.59
H 1.75 -3.84 0.97
H -2.38 0.97 1.48
H -1.53 -0.67 3.55
H -0.03 0.19 3.16
H -1.17 1.17 3.62
H -1.50 1.47 -1.66
H -1.39 2.47 -2.85
O -1.62 2.40 -1.91
H 4.36 -1.90 2.50
H 3.59 -0.52 2.28
O 3.52 -1.45 2.62
H -0.97 -1.66 -2.85
H -1.88 -1.15 -3.88
O -1.22 -0.82 -3.27
H 2.16 2.77 -0.88
H 2.34 3.39 0.42
O 2.75 2.67 -0.08
H 3.65 1.62 1.06
H 3.56 1.72 2.54
O 3.38 1.08 1.85
H -4.86 1.26 -0.45
H -3.43 1.74 -0.54
O -4.31 2.03 -0.25
H -2.68 -1.25 -0.99
H -4.15 -0.98 -1.08
O -3.54 -1.70 -0.98
H 0.16 2.96 -1.90
H 1.44 2.58 -2.83
O 1.10 3.18 -2.14